46
Properties=species:S:1:pos:R:3:forces:R:3 method="wB97M-V/def2-TZVPD" gap_ev="3.453 / 3.535" homo_ev="-16.45 / -16.45" spin_multiplicity=2 lumo_energy_ha="-0.4777 / -0.4747" max_force_ev_per_a=1.38 charge=+3
Tc -0.332552 -0.976950 0.129229 -0.2 -1.0 -0.1
Cl 0.935448 -7.532877 -2.583513 0.0 0.0 0.0
C 0.334926 -6.169028 -1.835574 0.0 0.2 0.0
C 1.082652 -4.952675 -1.943952 -0.2 -0.1 0.1
C 0.578261 -3.859814 -1.324540 0.6 0.3 -0.4
Cl 1.400175 -2.319760 -1.344492 -0.4 -0.3 0.0
C -0.638277 -3.877993 -0.587969 -0.8 0.7 0.2
O -1.082678 -2.816788 -0.003331 1.3 0.4 0.0
C -1.366365 -5.117700 -0.501962 -0.1 -0.2 0.1
Cl -2.815327 -5.140044 0.372973 0.1 0.0 -0.1
C -0.875907 -6.237451 -1.117786 0.0 0.0 0.0
H 2.010214 -4.947416 -2.500487 0.0 0.1 0.0
H -1.404598 -7.179850 -1.062312 0.0 0.0 0.0
C -5.007890 -0.573334 1.670803 0.1 0.0 0.0
N -3.551780 -0.750863 1.591298 0.0 0.0 0.0
C -2.689917 0.025054 2.219961 0.1 -0.1 0.3
S -0.930485 -0.362877 2.107461 -0.5 0.2 0.0
N -3.060184 1.022264 2.980633 -0.1 0.0 -0.1
C -2.215398 1.987812 3.707454 0.0 -0.1 -0.1
H -5.473206 -1.297441 1.010070 0.0 0.0 0.0
H -5.277776 0.427364 1.333348 0.0 0.0 0.0
H -5.360078 -0.746454 2.688753 0.0 0.0 0.0
H -3.191160 -1.586502 1.153871 0.0 0.1 0.0
H -4.059075 1.152756 3.101317 0.0 0.0 0.0
H -1.171672 1.845483 3.445952 0.0 0.0 0.0
H -2.352754 1.835904 4.775388 0.0 0.1 0.0
H -2.523114 2.990806 3.423702 0.0 0.0 0.1
O 6.113932 4.014028 -1.216571 0.1 0.1 0.1
C 5.118284 4.435003 -0.322308 0.0 -0.1 0.0
N 3.879494 3.887840 -0.862046 0.0 0.1 -0.1
C 3.087510 3.050472 -0.189149 -0.2 0.0 -0.1
O 3.181273 2.733599 0.980635 0.1 0.0 0.0
C 1.909310 2.449508 -0.959747 0.1 0.0 0.2
C 1.290451 2.938114 -2.102169 0.1 0.1 0.0
C 0.163685 2.296038 -2.613419 0.0 -0.1 0.0
C -0.321124 1.180716 -1.972587 0.0 0.1 0.0
N 0.285958 0.704382 -0.859896 0.1 -0.4 -0.1
C 1.375667 1.320084 -0.367141 0.0 0.2 -0.1
H 6.909688 4.543736 -1.082563 0.0 0.0 -0.1
H 5.039584 5.523580 -0.288054 0.0 0.0 0.1
H 5.249971 4.022406 0.678990 0.0 0.1 0.0
H 3.796798 3.967717 -1.864897 0.0 0.0 0.0
H 1.661176 3.829898 -2.593062 0.0 0.0 0.0
H -0.338328 2.664514 -3.496677 0.0 0.0 0.0
H -1.198404 0.650976 -2.319949 0.0 0.0 0.0
H 1.833581 0.945746 0.544302 0.0 0.0 0.0